C6H15N | wB97M-V/def2-TZVPD

HOMO energy (eV): -10.09
SMILES: C1CCCC1.CN
Charge: 0
M (g mol⁻¹): 101.19

Structure (XYZ):
```
22
Properties=species:S:1:pos:R:3:mulliken_charge:R:1
C -1.006 -0.819 -1.008 -0.6665
C -1.625 -0.977 0.411 -0.3705
C -1.542 0.478 1.069 -0.7345
C -1.283 1.353 -0.159 -0.7381
C -0.194 0.393 -0.812 0.1358
H -0.503 -1.772 -1.513 0.2864
H -1.992 -0.517 -1.670 0.2406
H -0.870 -1.565 1.227 0.1678
H -2.697 -1.324 0.400 0.3568
H -0.817 0.660 1.933 0.2540
H -2.527 0.673 1.403 0.4022
H -0.869 2.314 0.064 0.3696
H -2.165 1.352 -0.880 0.2638
H 0.766 0.401 -0.163 -0.5760
H 0.007 0.799 -1.814 0.4296
C 2.157 -0.496 0.542 -0.8426
N 3.216 0.454 -0.039 -0.6754
H 1.709 0.014 1.461 0.2584
H 1.453 -1.040 -0.241 0.2688
H 2.684 -1.229 1.048 0.5339
H 3.662 -0.130 -0.745 0.2499
H 2.437 0.978 -0.513 0.3860
```